{
  "formula": "C18H38ClO8PSi2",
  "method": "wB97M-V/def2-TZVPD",
  "species": ["C", "C", "O", "C", "Si", "Cl", "O", "Si", "C", "C", "C", "O", "C", "C", "C", "C", "C", "O", "O", "C", "C", "P", "C", "C", "H", "H", "H", "H", "H", "H", "H", "H", "H", "H", "H", "H", "H", "H", "H", "H", "H", "H", "H", "H", "H", "H", "H", "H", "H", "H", "H", "H", "H", "H", "H", "H", "H", "H", "C", "C", "O", "C", "O", "O", "H", "H", "H", "H"],
  "xyz": [[-3.016412, -3.919126, 2.398304], [-2.394087, -2.749247, 1.647534], [-2.087684, -3.083592, 0.302829], [-0.769345, -3.581448, 0.094654], [0.256333, -2.351233, -0.892342], [2.228234, -3.021210, -0.683311], [0.201981, -0.833539, -0.282609], [0.643932, -0.352877, 1.247818], [2.275731, 0.534870, 1.215978], [2.610014, 1.148189, 2.591457], [4.075323, 1.034970, 2.999364], [4.406654, -0.236752, 3.518116], [4.821503, -1.215121, 2.587730], [-0.734554, 0.675187, 1.983637], [-0.625075, 2.193344, 1.723183], [-0.630326, 3.000435, 3.028066], [-0.544824, 4.467452, 2.708485], [-1.472336, 5.143676, 2.373347], [0.721339, 4.975041, 2.808463], [1.262490, 5.551337, 1.606033], [2.434233, 6.422264, 1.981986], [-0.257074, -2.208149, -3.060246], [1.189992, -2.979948, -3.900563], [-1.583089, -3.472318, -3.311562], [-2.867936, -3.800535, 3.473533], [-4.088899, -3.985311, 2.218228], [-2.541944, -4.855281, 2.100430], [-3.088439, -1.907973, 1.605647], [-1.495345, -2.399701, 2.168729], [-0.833591, -4.500325, -0.500502], [-0.275569, -3.862592, 1.032062], [0.827478, -1.567970, 2.088106], [3.017993, -0.221931, 0.947631], [2.317218, 1.292672, 0.429248], [2.314978, 2.202158, 2.602895], [2.036796, 0.663740, 3.392286], [4.290166, 1.748143, 3.797321], [4.727034, 1.282892, 2.149470], [5.511396, -1.882432, 3.104323], [5.344394, -0.760569, 1.738306], [3.982838, -1.807911, 2.207437], [-0.739330, 0.483032, 3.061928], [-1.680859, 0.291808, 1.593891], [0.286578, 2.428752, 1.164516], [-1.472057, 2.529001, 1.124237], [0.213939, 2.712177, 3.655059], [-1.561004, 2.810430, 3.564725], [0.482412, 6.126762, 1.103795], [1.579375, 4.736345, 0.947319], [2.841502, 6.907576, 1.094787], [2.121613, 7.183848, 2.695711], [3.218664, 5.824949, 2.447514], [1.439221, -3.970432, -3.517594], [0.930575, -3.062686, -4.956766], [2.063712, -2.338051, -3.794676], [-1.793690, -4.093781, -2.441720], [-1.304136, -4.122085, -4.140197], [-2.496927, -2.961678, -3.603427], [-3.615826, 0.581776, -6.503860], [-4.221329, 0.102887, -5.194950], [-4.009508, -1.310655, -5.268424], [-2.969840, -1.548090, -6.103145], [-2.429420, -2.598680, -6.223734], [-2.625720, -0.418265, -6.760516], [-3.138203, 1.555171, -6.441537], [-4.338243, 0.576130, -7.321562], [-3.688929, 0.489506, -4.324786], [-5.284093, 0.304974, -5.098094]],
  "forces_ev_per_a": [[0.07, 0.08, 0.16], [-0.02, -0.02, 0.07], [-0.06, 0.17, -0.11], [-0.01, -0.17, 0.02], [0.17, -0.11, -0.27], [0.00, -0.02, 0.05], [0.02, -0.16, 0.32], [-0.10, 0.04, 0.00], [0.09, 0.00, 0.06], [-0.02, -0.04, -0.01], [-0.06, 0.08, -0.10], [0.11, 0.02, 0.05], [0.00, -0.01, -0.03], [0.11, 0.13, -0.01], [-0.08, -0.05, 0.07], [-0.02, 0.02, 0.22], [0.13, 0.17, 0.14], [-0.21, 0.05, -0.27], [0.26, -0.59, -0.18], [-0.19, 0.32, 0.01], [0.01, -0.06, 0.12], [-0.19, 0.48, -0.34], [0.03, -0.22, 0.16], [-0.07, -0.18, 0.15], [-0.04, 0.01, 0.00], [0.05, -0.10, -0.13], [-0.02, 0.01, 0.00], [0.00, -0.01, 0.00], [0.03, -0.03, -0.08], [0.02, -0.04, 0.09], [-0.02, 0.08, 0.00], [-0.02, -0.01, -0.01], [-0.03, 0.03, -0.06], [-0.01, -0.02, 0.00], [0.03, -0.02, 0.01], [0.01, 0.03, 0.01], [-0.02, -0.02, 0.04], [-0.01, -0.03, 0.02], [-0.03, -0.01, -0.02], [0.00, -0.02, 0.03], [0.00, 0.03, 0.00], [-0.05, -0.01, -0.02], [0.01, -0.04, 0.08], [-0.06, 0.07, -0.03], [0.09, 0.02, -0.10], [-0.03, -0.02, 0.01], [0.01, 0.01, -0.01], [0.01, 0.00, 0.03], [-0.04, 0.00, 0.00], [0.01, 0.00, 0.01], [0.00, 0.04, -0.05], [0.02, 0.02, -0.02], [0.01, 0.01, -0.02], [0.05, 0.05, 0.00], [-0.03, 0.01, -0.04], [0.02, 0.02, 0.00], [0.04, 0.04, -0.02], [-0.05, -0.04, 0.06], [-0.06, 0.02, 0.03], [0.03, 0.07, 0.00], [-0.01, -0.02, 0.01], [0.12, -0.01, 0.11], [-0.04, 0.03, -0.12], [-0.01, -0.02, -0.06], [0.06, -0.03, 0.02], [-0.01, 0.01, 0.00], [0.01, 0.01, -0.01], [-0.01, -0.06, -0.03]],
  "mulliken_charge": [-1.215, -0.004, -0.353, -0.818, 0.148, -0.399, 0.095, -0.562, -0.711, 0.321, -0.960, -0.424, -0.599, -0.684, -0.459, -0.412, 0.247, -0.568, -0.301, -0.116, -1.259, 0.270, -1.259, -0.884, 0.366, 0.314, 0.309, 0.312, 0.124, 0.489, 0.596, -0.036, 0.584, 0.441, -0.096, 0.239, 0.388, 0.398, 0.249, 0.307, 0.207, 0.507, 0.416, 0.019, 0.494, 0.329, 0.434, 0.405, 0.188, 0.382, 0.317, 0.288, 0.335, 0.378, 0.361, 0.324, 0.382, 0.145, -0.336, -0.261, -0.315, 0.675, -0.508, -0.320, 0.289, 0.259, 0.253, 0.275],
  "homo_energy_ev": -8.16,
  "energy_ha": -2691.2486,
  "max_force_ev_per_a": 0.7,
  "homo_lumo_gap_ev": 8.76,
  "multiplicity": 1
}